Entry 1:
This record from OMol25 describes a structure of composition C22H25AsAuN2. The level of theory is the ωB97M-V functional and the def2-TZVPD basis.

Molar mass = 589.35 g mol⁻¹
LUMO energy = -2.73 eV

ORCA input file:
```
! RIJCOSX wB97M-V def2-TZVPD def2/J DEFGRID3
* xyz 1 1
Au 1.4305 0.2541 -1.5042
N 1.9013 1.7420 -2.8638
C 1.5988 3.1457 -2.8009
C 0.1901 3.4566 -2.3647
C -0.2816 4.9477 -2.4092
C -1.7331 5.0854 -1.9864
N -1.9040 5.4652 -0.5722
H 2.8609 1.6675 -3.0198
H 1.4117 1.3293 -3.6902
H 1.7215 3.6002 -3.8295
H 2.3971 3.6212 -2.2162
H 0.0136 3.0075 -1.3099
H -0.5687 2.9609 -3.0048
H -0.0012 5.2559 -3.4474
H 0.4198 5.5502 -1.7837
H -2.1471 4.1131 -2.2169
H -2.1871 5.8578 -2.6062
H -1.8436 6.4867 -0.4682
H -1.2255 4.9975 -0.0303
C -1.4844 -5.2362 -1.6670
C -0.2902 -4.7110 -2.1465
C 0.2363 -3.5462 -1.6277
C -0.4177 -2.9124 -0.6077
C -1.5116 -3.5200 0.0783
C -2.0346 -4.6759 -0.4964
As 0.5911 -1.3351 0.0463
C -0.6206 -0.5178 1.2614
C -1.9933 -0.3908 1.0406
C -2.7964 -0.1673 2.1050
C -2.2325 -0.0341 3.4153
C -0.8962 -0.0214 3.6138
C -0.1190 -0.5272 2.5173
C 1.1788 -1.1671 2.6933
C 1.8138 -1.3224 3.9476
C 2.9252 -2.2276 3.9684
C 3.4405 -2.7513 2.7986
C 2.8756 -2.4755 1.5480
C 1.7276 -1.7380 1.5375
H -1.9150 -6.2118 -2.0298
H 0.2458 -5.2745 -2.9401
H 1.2402 -3.2226 -1.9537
H -1.9478 -3.0916 1.0235
H -2.9055 -5.2245 -0.1073
H -2.3735 -0.6858 0.0489
H -3.8530 0.0532 1.9170
H -2.9355 0.0642 4.2103
H -0.4091 -0.0678 4.6358
H 1.3563 -0.8917 4.8490
H 3.4426 -2.3292 4.9308
H 4.2611 -3.4803 2.8051
H 3.3476 -2.9047 0.7089
*
```

---

Entry 2:
This record from OMol25 describes the molecule C4H6N2O. The level of theory is the ωB97M-V functional and the def2-TZVPD basis.

SMILES = [H]/N=C(\O)N=C=CC
Molar mass = 98.10 g mol⁻¹
Energy above the lowest of the compared OMol25 structures with the same formula, charge and spin = 61.83 kcal per mole
LUMO energy = 0.69 eV

ORCA input file:
```
! RIJCOSX wB97M-V def2-TZVPD def2/J DEFGRID3
* xyz 0 1
C 2.3523 0.1744 0.3581
C 0.2218 -0.0275 -0.4467
C 1.2400 -0.7389 -0.1078
N -1.8802 -0.9641 0.4872
C -1.9011 0.1727 -0.0667
O -2.9849 0.9204 -0.3228
N -0.7418 0.7053 -0.6819
H 2.3790 0.3212 1.4385
H 2.2540 1.1571 -0.1227
H 3.2718 -0.2696 -0.0075
H 1.3237 -1.7864 -0.3842
H -2.8124 -1.2713 0.7307
H -2.6844 1.6638 -0.8663
*
```

---

Entry 3:
This record from OMol25 describes a cluster of 15 separate species, C68H181N15O19 in total. The level of theory is the ωB97M-V functional and the def2-TZVPD basis.

Molar mass = 1513.28 g mol⁻¹
Energy above the lowest of the compared OMol25 structures with the same formula, charge and spin = 172.48 kcal per mole
LUMO energy = 0.42 eV

ORCA input file:
```
! RIJCOSX wB97M-V def2-TZVPD def2/J DEFGRID3
* xyz 0 1
C -20.3353 8.6150 -10.9848
C -21.3310 9.0012 -12.0608
C -21.3543 8.0047 -13.2312
O -22.4596 8.3277 -14.0356
C -22.5947 7.4896 -15.1801
N -22.6868 9.1123 -11.4617
H -20.4637 7.5961 -10.6056
H -20.4192 9.2267 -10.0883
H -19.3385 8.6555 -11.4307
H -21.1496 10.0203 -12.4036
H -21.3176 6.9619 -12.8953
H -20.4166 8.1750 -13.7842
H -22.7654 6.4505 -14.8983
H -21.7295 7.6822 -15.8189
H -23.4873 7.8181 -15.7143
H -23.0485 8.2337 -11.1027
H -23.2336 9.3576 -12.2821
C -28.6881 5.6878 -20.2180
C -29.6753 4.7877 -20.9225
C -29.1541 3.4648 -21.4509
O -28.1858 3.6314 -22.4671
C -28.7781 3.7953 -23.7417
N -30.8683 4.5253 -20.0809
H -28.2609 5.1972 -19.3428
H -29.1605 6.5962 -19.8386
H -27.9037 6.0287 -20.8937
H -30.0545 5.3724 -21.7720
H -29.9673 2.7991 -21.7709
H -28.6950 2.8333 -20.6812
H -29.1192 4.8113 -23.9688
H -29.6008 3.1328 -24.0196
H -27.9717 3.6467 -24.4627
H -31.5213 3.9595 -20.6202
H -31.4326 5.3631 -19.9558
C -29.0607 13.5715 -15.7978
C -29.4234 12.8164 -17.0589
C -30.3588 11.6338 -16.7997
O -29.6338 10.7450 -15.9641
C -30.4061 9.6110 -15.6212
N -30.1023 13.6978 -18.0490
H -28.7564 14.6027 -15.9930
H -28.2332 13.1105 -15.2604
H -29.9360 13.6191 -15.1418
H -28.4698 12.4384 -17.4444
H -30.6388 11.0961 -17.7131
H -31.2981 12.0130 -16.3768
H -31.3628 9.8870 -15.1702
H -29.8047 8.9918 -14.9577
H -30.6504 8.9808 -16.4852
H -29.5700 13.6696 -18.9099
H -30.0034 14.6316 -17.6699
C -31.3927 1.4697 -16.2283
C -30.4606 2.5598 -16.6841
C -29.5593 2.2127 -17.8680
O -28.8335 1.0382 -17.5840
C -27.9673 0.6651 -18.6323
N -31.2570 3.7550 -17.0026
H -32.2839 1.2792 -16.8336
H -31.7665 1.7389 -15.2383
H -30.8562 0.5193 -16.1983
H -29.8107 2.8203 -15.8393
H -28.9092 3.0664 -18.1017
H -30.1915 2.0373 -18.7494
H -27.4489 -0.2567 -18.3772
H -27.1783 1.4185 -18.7546
H -28.5060 0.5663 -19.5780
H -30.6808 4.3024 -17.6384
H -32.0663 3.4295 -17.5201
C -31.8545 7.1539 -13.0790
C -31.3010 6.0518 -13.9697
C -31.5407 4.6599 -13.3795
O -30.9559 4.5873 -12.0927
C -31.0731 3.3093 -11.4954
N -31.7860 6.1512 -15.3392
H -31.4949 7.1759 -12.0490
H -32.9324 7.0198 -12.9132
H -31.7361 8.1575 -13.4866
H -30.2236 6.2321 -14.0597
H -30.9978 3.9531 -14.0190
H -32.6134 4.4382 -13.3915
H -30.5892 3.3631 -10.5262
H -30.6369 2.5500 -12.1549
H -32.1279 3.0296 -11.3984
H -31.5440 5.2551 -15.7986
H -32.8047 6.1068 -15.3909
C -16.9974 9.2477 -14.0638
C -16.5192 8.0985 -14.9529
C -17.5422 7.0236 -15.1952
O -17.7946 6.3250 -13.9926
C -18.8762 5.4582 -14.1928
N -16.1574 8.6589 -16.2840
H -17.7398 9.8429 -14.5945
H -16.1816 9.8916 -13.7269
H -17.4016 8.8891 -13.1116
H -15.5986 7.6419 -14.5834
H -17.1769 6.3042 -15.9399
H -18.4617 7.4556 -15.6170
H -19.8205 5.9608 -14.4335
H -19.1377 4.9964 -13.2389
H -18.6940 4.6726 -14.9304
H -16.9767 8.9258 -16.8161
H -15.5931 9.4750 -16.0860
C -21.8461 2.8440 -18.6970
C -23.2199 2.1950 -18.3935
C -24.0865 2.3246 -19.6475
O -24.4927 3.6571 -19.8234
C -25.3924 3.9512 -20.8564
N -23.0410 0.8061 -18.0009
H -21.3184 2.4275 -19.5557
H -21.2624 2.6876 -17.7843
H -21.8721 3.9174 -18.8834
H -23.6815 2.7381 -17.5616
H -24.9533 1.6588 -19.5437
H -23.4704 1.9913 -20.4890
H -25.5657 3.1853 -21.6171
H -25.0162 4.7869 -21.4554
H -26.3501 4.2568 -20.4267
H -22.4771 0.7579 -17.1619
H -23.9300 0.3603 -17.8082
C -15.6328 5.0455 -19.7300
C -15.8859 5.3292 -18.2508
C -15.6625 4.0946 -17.3977
O -16.7043 3.1506 -17.5741
C -16.4440 1.9632 -16.8519
N -14.9050 6.3628 -17.8665
H -15.8615 5.9013 -20.3688
H -16.2562 4.2537 -20.1525
H -14.5823 4.7625 -19.8131
H -16.9063 5.7079 -18.1156
H -15.5805 4.3990 -16.3448
H -14.6792 3.6523 -17.5969
H -15.4984 1.5185 -17.1922
H -17.1569 1.2066 -17.1856
H -16.4280 2.1055 -15.7708
H -14.7029 6.9740 -18.6426
H -15.3217 6.9024 -17.1082
C -23.6247 1.8008 -14.0858
C -25.1248 1.8576 -14.3949
C -25.8397 3.0244 -13.7312
O -27.1375 3.0989 -14.2805
C -28.0541 3.9532 -13.6396
N -25.3116 1.9370 -15.8719
H -23.4223 1.1639 -13.2230
H -23.3031 2.8232 -13.8754
H -23.0912 1.3436 -14.9173
H -25.5317 0.9279 -13.9793
H -25.3636 3.9796 -13.9935
H -25.8343 2.9368 -12.6402
H -27.9702 4.9616 -14.0570
H -27.8688 3.9521 -12.5603
H -29.0892 3.6232 -13.7381
H -25.3024 0.9602 -16.1569
H -26.2907 2.2164 -15.9685
C -17.0888 -0.7296 -13.0685
C -17.1432 0.1341 -14.3349
C -17.8968 1.4452 -14.1137
O -19.1580 1.1284 -13.5125
C -19.9124 2.3005 -13.2950
N -15.7429 0.4774 -14.7123
H -18.1248 -0.9018 -12.7678
H -16.5422 -0.2105 -12.2828
H -16.6107 -1.6781 -13.3074
H -17.6365 -0.3555 -15.1748
H -18.0025 2.0694 -15.0054
H -17.3967 2.0693 -13.3594
H -19.4001 2.9948 -12.6272
H -20.8421 1.9728 -12.8259
H -20.2135 2.7741 -14.2355
H -15.1945 0.5558 -13.8675
H -15.3796 -0.2901 -15.2626
C -18.1486 4.6564 -19.9934
C -18.3252 3.2040 -20.4087
C -17.2232 2.6410 -21.2810
O -16.9229 3.5615 -22.3207
C -15.6941 3.2699 -22.9340
N -18.5660 2.3453 -19.2450
H -17.1706 4.8985 -19.5680
H -18.7579 4.8494 -19.1055
H -18.3889 5.2779 -20.8506
H -19.2358 3.1284 -21.0266
H -17.5326 1.6759 -21.6954
H -16.3273 2.5064 -20.6640
H -14.8611 3.0925 -22.2464
H -15.3835 4.0866 -23.5843
H -15.7987 2.3779 -23.5631
H -19.4542 2.6051 -18.8373
H -18.6299 1.3655 -19.4992
C -23.0928 3.8410 -27.2131
O -23.0619 4.1449 -25.8327
C -22.9577 2.9870 -25.0240
C -23.2567 3.3384 -23.5662
N -22.7753 4.6905 -23.2057
C -21.3407 4.6739 -22.8118
C -20.8828 6.0324 -22.2891
O -21.1244 6.3170 -20.9089
C -22.4591 6.0948 -20.4628
H -23.1702 4.7982 -27.7223
H -23.9472 3.2273 -27.5106
H -22.1851 3.3181 -27.5245
H -21.9564 2.5669 -25.1851
H -23.6798 2.2381 -25.3724
H -22.8763 2.5758 -22.8870
H -24.3292 3.4644 -23.3970
H -22.8000 5.1920 -24.0891
H -20.8180 4.4414 -23.7496
H -21.0655 3.8939 -22.1008
H -21.1695 6.8619 -22.9383
H -19.7918 5.9659 -22.2683
H -23.1858 6.4852 -21.1783
H -22.6235 6.5600 -19.4907
H -22.6373 5.0260 -20.3516
C -28.7670 6.4446 -16.6735
O -27.5413 6.3323 -17.3713
C -26.6065 5.5125 -16.6710
C -25.3763 5.3504 -17.5234
N -24.3602 4.7692 -16.6392
C -23.0768 4.6715 -17.3161
C -21.9728 4.1185 -16.4055
O -20.6871 4.6555 -16.6904
C -19.9713 4.0730 -17.7621
H -29.4290 7.0021 -17.3347
H -28.6848 6.8891 -15.6798
H -29.2585 5.4669 -16.5736
H -27.0605 4.5191 -16.5601
H -26.3719 5.9623 -15.7010
H -25.0761 6.3078 -17.9557
H -25.6134 4.7165 -18.3886
H -24.6662 3.8064 -16.4558
H -22.7307 5.6758 -17.5734
H -23.0428 4.0016 -18.1842
H -21.9183 3.0262 -16.3444
H -22.1307 4.4714 -15.3823
H -20.0176 2.9784 -17.7237
H -18.9161 4.3224 -17.6442
H -20.2968 4.4158 -18.7487
C -24.0172 8.7823 -18.7496
O -23.4707 9.6593 -19.6889
C -22.0516 9.6115 -19.7467
C -21.6220 10.1761 -21.0835
N -21.8652 11.6411 -21.1078
C -21.3298 12.2243 -22.3325
C -21.7446 13.6940 -22.4629
O -21.4195 14.1677 -23.7636
C -20.0505 14.3660 -23.9690
H -23.8929 9.1117 -17.7063
H -23.5413 7.7953 -18.8013
H -25.0975 8.7363 -18.8893
H -21.7475 8.5582 -19.7783
H -21.5831 10.1628 -18.9311
H -22.1197 9.6270 -21.8903
H -20.5428 10.0807 -21.2271
H -22.8830 11.6712 -21.1555
H -21.6684 11.7143 -23.2436
H -20.2384 12.1733 -22.3341
H -21.2526 14.3285 -21.7229
H -22.8278 13.6919 -22.3391
H -19.4562 13.4527 -24.0602
H -19.5710 15.0176 -23.2276
H -19.9336 14.9188 -24.9030
C -26.5577 9.4578 -15.6109
O -26.8475 9.9857 -14.3338
C -26.3196 9.2283 -13.2597
C -27.0917 7.9100 -13.0408
N -26.4871 7.0175 -12.0609
C -25.1369 6.5982 -12.4272
C -24.5434 5.5982 -11.4517
O -24.0415 6.2216 -10.2783
C -23.3928 5.2772 -9.4627
H -25.4635 9.4154 -15.7193
H -26.9297 10.1925 -16.3221
H -26.9831 8.4654 -15.7794
H -26.4641 9.8590 -12.3807
H -25.2481 9.0912 -13.4420
H -27.1887 7.3607 -13.9796
H -28.0887 8.2106 -12.7157
H -26.5469 7.3809 -11.1195
H -24.4536 7.4493 -12.4265
H -25.2073 6.1758 -13.4310
H -23.7414 5.0426 -11.9484
H -25.3395 4.8909 -11.1935
H -24.0745 4.4538 -9.2310
H -23.0458 5.7347 -8.5362
H -22.4732 4.9191 -9.9434
*
```